# 1
ORCA calculation (the ωB97M-V functional and the def2-TZVPD basis) on a cluster of 2 separate species, C6H12NO3 in total at a distorted geometry.

ORCA input file:
```
! RIJCOSX wB97M-V def2-TZVPD def2/J DEFGRID3
* xyz 1 3
C 1.3959 1.2960 -1.6521
C 2.0759 0.3880 -1.2330
C 0.5982 2.3807 -2.0404
C -0.9157 -1.3158 1.5854
C -1.4345 -0.9748 0.1379
C 2.6171 -0.8497 -0.7065
N 0.3096 -0.4499 1.6772
O -1.7017 0.4781 0.0974
O 3.6677 -1.2156 -1.3174
O 2.1676 -1.4866 0.2219
H 0.6720 3.2147 -1.3890
H 0.9751 2.6111 -3.0918
H -0.3797 2.1219 -1.9484
H -0.8745 -2.3808 1.7891
H -1.7201 -0.8327 2.1231
H -0.8195 -1.1604 -0.7187
H -2.3979 -1.5089 -0.2284
H 0.7017 -0.1423 2.5375
H -0.1531 0.3458 1.2208
H -2.6332 0.6572 0.0229
H 4.1067 -1.9478 -0.8025
H 1.1272 -0.9479 1.0176
*
```

## Properties
HOMO-LUMO gap (spin up / spin down) = 0.2412 / 0.2577 Ha
E_HOMO (spin up / spin down) = -0.3388 / -0.5361 hartree
DFT total energy = -515.79955 hartree
ΔE to the lowest compared entry with this formula, charge and spin = 42.90 kcal/mol
largest force on an atom = 0.18776 hartree/bohr
molar mass = 146.166 g mol⁻¹

Formally, the natural (NBO) partial charges of the atoms, in units of the elementary charge, are as follows:
1 C 0.1925
2 C 0.0943
3 C -0.7188
4 C -0.2523
5 C -0.1135
6 C 0.5745
7 N -0.7492
8 O -0.7765
9 O -0.6382
10 O -0.6826
11 H 0.2395
12 H 0.3098
13 H 0.2670
14 H 0.2508
15 H 0.2248
16 H 0.2036
17 H 0.2239
18 H 0.4278
19 H 0.4357
20 H 0.5040
21 H 0.5161
22 H 0.4669

=====

# 2
ORCA calculation (the ωB97M-V functional and the def2-TZVPD basis) on a cluster of 4 separate species, C27H34N2O6PS in total at a distorted geometry.

ORCA input file:
```
! RIJCOSX wB97M-V def2-TZVPD def2/J DEFGRID3
* xyz 1 1
C 3.8440 -1.1260 0.0874
C 3.2639 -1.1903 -1.4801
C 2.8645 -2.7250 -1.8308
C 1.3724 -2.9992 -2.4130
N 0.3987 -1.8565 -2.3690
C -0.5224 -1.8757 -1.1744
P -1.6834 -0.3252 -1.4012
S -0.5537 1.2512 -1.2244
C 0.2493 -1.5921 0.2762
C 0.7606 -2.9556 1.0287
C -0.1063 -4.3091 0.6493
N -1.4991 -3.9415 0.1820
C -1.5538 -3.1646 -1.1161
H 3.9521 -2.1816 0.5798
H 4.8841 -0.5493 0.0918
H 3.1282 -0.4887 0.7972
H 4.1698 -0.8839 -2.1664
H 2.4105 -0.3968 -1.5259
H 3.0280 -3.4717 -0.9136
H 3.6390 -3.1042 -2.6567
H 1.4980 -3.2905 -3.5645
H 0.9814 -4.0042 -1.9009
H -0.1134 -1.7132 -3.2777
H -2.8143 -0.3539 -0.4899
H -2.1416 -0.3508 -2.7959
H 1.0577 -0.7496 0.1669
H -0.6002 -1.1296 0.9764
H 0.5741 -2.7772 2.1944
H 1.9363 -3.1239 0.9399
H 0.4691 -5.0531 -0.0585
H -0.2507 -4.8992 1.6767
H -1.9450 -3.4019 0.9832
H -2.0306 -4.8413 0.0743
H -1.3519 -3.9092 -2.0269
H -2.6812 -2.8056 -1.2490
C -3.9443 -4.7692 3.3504
C -4.9109 -5.6846 3.4690
C -4.6518 -6.9955 4.0962
O -5.5355 -7.8347 4.2033
C -3.2843 -7.2550 4.5887
C -2.3177 -6.3396 4.4701
C -2.5768 -5.0287 3.8428
O -1.6932 -4.1895 3.7357
H -4.1174 -3.8031 2.8923
H -5.9192 -5.5092 3.1134
H -3.1113 -8.2211 5.0468
H -1.3094 -6.5150 4.8256
C 0.3522 4.4957 0.9960
C -0.8520 4.1025 0.5697
C -2.0126 5.0141 0.6056
O -3.1156 4.6544 0.2176
C -1.7907 6.3767 1.1290
C -0.5865 6.7698 1.5553
C 0.5741 5.8583 1.5193
O 1.6771 6.2179 1.9074
H 1.2137 3.8394 0.9772
H -1.0308 3.1066 0.1824
H -2.6522 7.0329 1.1478
H -0.4077 7.7657 1.9426
C 3.4243 6.5775 -2.4502
C 2.2685 6.4340 -1.7945
C 1.0398 7.1134 -2.2502
O -0.0181 6.9842 -1.6495
C 1.1372 7.9558 -3.4587
C 2.2930 8.0994 -4.1144
C 3.5218 7.4200 -3.6587
O 4.5796 7.5492 -4.2594
H 4.3349 6.0868 -2.1289
H 2.1806 5.8190 -0.9069
H 0.2266 8.4465 -3.7800
H 2.3809 8.7144 -5.0020
*
```

## Properties
HOMO-LUMO gap = 0.2470 Ha
E_HOMO = -0.4144 hartree
DFT total energy = -2349.20069 hartree
largest force on an atom = 0.06217 hartree/bohr
molar mass = 545.618 g mol⁻¹

Formally, the Löwdin partial charges of the atoms, in units of the elementary charge, are as follows:
1 C -0.1397
2 C -0.2221
3 C -0.1959
4 C -0.2159
5 N -0.0807
6 C -0.5544
7 P 0.4104
8 S 0.2513
9 C -0.1574
10 C -0.1308
11 C -0.1341
12 N 0.0042
13 C -0.1196
14 H 0.0600
15 H 0.0894
16 H 0.0736
17 H 0.1148
18 H 0.0849
19 H 0.0969
20 H 0.1265
21 H 0.1416
22 H 0.0992
23 H 0.1204
24 H 0.0069
25 H 0.0087
26 H 0.0815
27 H 0.1189
28 H 0.1335
29 H 0.1080
30 H 0.1454
31 H 0.1410
32 H 0.1851
33 H 0.1899
34 H 0.1635
35 H 0.1337
36 C 0.0040
37 C 0.0356
38 C -0.3700
39 O 0.1328
40 C 0.0380
41 C 0.0234
42 C -0.3969
43 O 0.0607
44 H 0.1149
45 H 0.1305
46 H 0.1320
47 H 0.1265
48 C 0.0093
49 C -0.0150
50 C -0.3781
51 O 0.0949
52 C 0.0193
53 C 0.0165
54 C -0.4016
55 O 0.0905
56 H 0.1193
57 H -0.0190
58 H 0.1248
59 H 0.1259
60 C 0.0290
61 C 0.0300
62 C -0.3681
63 O 0.1002
64 C 0.0247
65 C 0.0251
66 C -0.3816
67 O 0.1053
68 H 0.1244
69 H 0.1056
70 H 0.1233
71 H 0.1248